Density functional theory data (the ωB97M-V functional and the def2-TZVPD basis) for a structure of composition C24H26F5N9O2S2Ti at a distorted geometry.

The calculation puts the energy above the lowest of the compared OMol25 structures with the same formula, charge and spin at 145.02 kJ/mol. For the highest occupied orbital energy, the calculation gives -13.321 eV. As for the net charge: +2.

Atoms and positions in Å:
Ti: 0.567 0.279 0.064
N: -5.056 4.394 -4.334
C: -4.270 3.723 -3.479
C: -4.792 2.684 -2.679
C: -3.995 1.996 -1.799
C: -2.650 2.333 -1.697
C: -2.100 3.338 -2.486
C: -2.898 4.031 -3.362
S: -1.573 1.497 -0.603
O: -0.217 2.116 -0.683
O: -1.992 1.381 0.774
N: -1.153 -0.036 -1.017
C: -0.509 0.057 -2.221
N: 0.829 0.041 -2.072
C: 1.575 0.217 -3.163
C: 0.985 0.435 -4.397
C: -0.408 0.465 -4.436
N: -1.148 0.283 -3.354
H: -6.041 4.198 -4.385
H: -4.703 5.168 -4.871
H: -5.839 2.436 -2.760
H: -4.390 1.205 -1.184
H: -1.051 3.569 -2.383
H: -2.477 4.823 -3.964
H: 2.653 0.207 -3.023
H: 1.582 0.602 -5.277
H: -0.959 0.668 -5.345
F: 3.578 -5.704 -1.786
C: 3.445 -4.447 -1.395
C: 2.176 -3.917 -1.165
F: 1.080 -4.650 -1.335
C: 2.054 -2.598 -0.750
F: 0.785 -2.088 -0.512
C: 3.149 -1.762 -0.547
S: 2.983 -0.103 -0.042
C: 4.419 -2.319 -0.767
F: 5.490 -1.564 -0.561
C: 4.570 -3.637 -1.189
F: 5.782 -4.121 -1.397
N: 0.848 3.517 2.689
C: 1.953 3.809 1.949
C: 2.144 2.744 1.117
N: 1.170 1.811 1.358
C: 0.399 2.314 2.310
H: 0.425 4.122 3.380
H: 2.515 4.712 2.084
H: 2.922 2.589 0.389
H: -0.472 1.830 2.721
C: -1.919 -1.940 1.384
N: -1.013 -2.262 2.466
C: -1.327 -3.485 3.183
C: 0.131 -1.601 2.640
N: 0.621 -0.739 1.735
N: 0.837 -1.819 3.784
C: 2.269 -1.588 3.840
C: 0.195 -1.813 5.090
H: -2.932 -2.197 1.697
H: -1.674 -2.516 0.486
H: -1.873 -0.872 1.151
H: -1.734 -4.209 2.476
H: -2.070 -3.318 3.966
H: -0.431 -3.910 3.624
H: 1.478 -0.351 2.143
H: 2.521 -0.573 4.168
H: 2.736 -1.789 2.874
H: 2.686 -2.287 4.566
H: -0.862 -1.578 5.001
H: 0.661 -1.038 5.704
H: 0.316 -2.766 5.606

Atom charges from the Mulliken analysis, given in e for atoms 1 to 8:
1 Ti 0.204
2 N -0.445
3 C 1.145
4 C -0.933
5 C -0.626
6 C -0.153
7 C -0.309
8 C -1.003

Density functional theory data (the ωB97M-V functional and the def2-TZVPD basis) for a structure of composition C24H26N10O2SV at a distorted geometry.

The calculation puts the energy above the lowest of the compared OMol25 structures with the same formula, charge and spin at 104.80 kJ/mol. For the highest occupied orbital energy (spin up / spin down), the calculation gives -6.463 / -6.429 eV. The spin multiplicity is 2.

Atoms and positions in Å:
V: 0.292 -0.152 0.445
C: -2.366 -2.954 4.423
C: -1.006 -2.672 4.521
C: -0.444 -1.638 3.779
C: -1.235 -0.882 2.922
C: -2.595 -1.156 2.832
C: -3.161 -2.187 3.579
N: -0.651 0.140 2.097
C: -0.691 1.464 2.544
C: -1.469 1.970 3.591
C: -1.453 3.330 3.853
C: -0.660 4.197 3.098
C: 0.152 3.699 2.096
C: 0.151 2.336 1.829
N: 0.922 1.631 0.887
N: 1.956 2.232 0.271
C: 2.562 1.331 -0.490
C: 3.777 1.643 -1.156
C: 4.410 0.680 -1.866
C: 3.841 -0.625 -1.968
C: 2.677 -0.881 -1.340
N: 2.011 0.065 -0.590
H: -2.801 -3.758 5.006
H: -0.375 -3.263 5.177
H: 0.615 -1.420 3.839
H: -3.207 -0.552 2.171
H: -4.223 -2.391 3.499
H: -2.090 1.300 4.173
H: -2.070 3.728 4.651
H: -0.671 5.260 3.310
H: 0.794 4.343 1.506
H: 4.172 2.646 -1.056
H: 5.351 0.899 -2.354
H: 4.334 -1.410 -2.527
H: 2.213 -1.854 -1.405
C: -4.461 3.394 -1.714
C: -3.475 2.547 -2.430
N: -3.553 2.147 -3.657
N: -2.393 1.429 -3.828
C: -1.609 1.362 -2.748
S: -0.136 0.575 -2.530
N: -2.315 2.087 -1.851
N: -1.892 2.424 -0.560
H: -5.310 3.575 -2.366
H: -4.003 4.345 -1.433
H: -4.806 2.910 -0.798
H: -2.179 1.019 -4.717
H: -0.945 2.088 -0.459
H: -2.483 1.952 0.116
C: -2.274 -3.500 -0.215
C: -1.162 -2.558 0.067
N: -1.232 -1.287 -0.199
O: -2.422 -0.753 -0.675
C: 0.070 -2.965 0.686
C: 0.457 -4.355 1.053
N: 0.882 -1.925 0.933
O: 2.004 -2.050 1.502
H: -3.101 -3.317 0.477
H: -1.944 -4.527 -0.075
H: -2.635 -3.400 -1.242
H: -3.017 -1.490 -0.846
H: 0.369 -5.039 0.203
H: -0.153 -4.743 1.875
H: 1.493 -4.337 1.381

Atom charges from the Mulliken analysis, given in e for atoms 1 to 8:
1 V -0.745
2 C -0.466
3 C -0.811
4 C -0.007
5 C -1.207
6 C 0.253
7 C -0.750
8 N 1.136

Density functional theory data (the ωB97M-V functional and the def2-TZVPD basis) for the molecule C24H26N2O3.

The calculation puts the energy above the lowest of the compared OMol25 structures with the same formula, charge and spin at 156.84 kJ/mol. For the highest occupied orbital energy, the calculation gives -8.375 eV. As for the SMILES: Cc1c(O)ccc2c(CN3CCN(C/C=C/c4ccccc4)CC3)cc(=O)oc12.

Atoms and positions in Å:
C: -6.954 -1.823 1.481
C: -6.030 -1.368 0.386
C: -6.266 -1.721 -0.941
O: -7.323 -2.485 -1.300
C: -5.409 -1.287 -1.956
C: -4.316 -0.514 -1.658
C: -4.035 -0.143 -0.337
C: -2.911 0.669 0.061
C: -1.928 1.150 -0.972
N: -0.725 1.685 -0.371
C: -0.029 2.631 -1.223
C: 1.142 3.238 -0.440
N: 2.079 2.253 0.056
C: 2.976 1.704 -0.949
C: 4.085 0.953 -0.284
C: 4.488 -0.261 -0.650
C: 5.567 -1.042 -0.059
C: 6.284 -0.624 1.063
C: 7.298 -1.404 1.584
C: 7.620 -2.618 0.999
C: 6.916 -3.048 -0.113
C: 5.901 -2.270 -0.634
C: 1.362 1.247 0.817
C: 0.185 0.633 0.052
C: -2.774 1.007 1.361
C: -3.689 0.556 2.384
O: -3.616 0.811 3.561
O: -4.724 -0.244 1.971
C: -4.914 -0.575 0.674
H: -6.603 -1.441 2.435
H: -6.983 -2.912 1.540
H: -7.966 -1.450 1.317
H: -7.840 -2.719 -0.519
H: -5.633 -1.577 -2.970
H: -3.672 -0.184 -2.456
H: -2.413 1.946 -1.549
H: -1.697 0.326 -1.672
H: -0.723 3.426 -1.505
H: 0.343 2.154 -2.149
H: 1.674 3.958 -1.066
H: 0.736 3.763 0.429
H: 3.405 2.555 -1.492
H: 2.476 1.054 -1.687
H: 4.544 1.483 0.537
H: 3.988 -0.744 -1.483
H: 6.045 0.317 1.534
H: 7.842 -1.064 2.453
H: 8.414 -3.225 1.409
H: 7.160 -3.995 -0.574
H: 5.356 -2.613 -1.502
H: 2.062 0.464 1.113
H: 0.977 1.734 1.717
H: -0.352 -0.057 0.705
H: 0.558 0.058 -0.817
H: -1.960 1.634 1.688

Atom charges from the Mulliken analysis, given in e for atoms 1 to 8:
1 C -2.060
2 C 1.563
3 C 0.739
4 O -0.639
5 C -1.280
6 C -0.870
7 C 0.256
8 C 1.294

Density functional theory data (the ωB97M-V functional and the def2-TZVPD basis) for the molecule C24H26N2O5.

The calculation puts the energy above the lowest of the compared OMol25 structures with the same formula, charge and spin at 147.80 kJ/mol. For the highest occupied orbital energy, the calculation gives -7.919 eV. As for the SMILES: CCOC(=O)c1cc(-c2ccccc2)n(CC(=O)Nc2ccc(OC)c(OC)c2)c1C.

Atoms and positions in Å:
C: -0.262 1.054 -5.223
C: -0.344 1.809 -3.904
O: -0.410 0.912 -2.802
C: 0.761 0.523 -2.251
O: 1.832 0.972 -2.599
C: 0.542 -0.439 -1.186
C: -0.721 -0.873 -0.708
C: -0.494 -1.710 0.348
C: -1.484 -2.435 1.141
C: -1.394 -3.813 1.339
C: -2.361 -4.480 2.070
C: -3.432 -3.785 2.606
C: -3.539 -2.420 2.398
C: -2.575 -1.748 1.670
N: 0.870 -1.802 0.535
C: 1.498 -2.494 1.622
C: 2.354 -1.715 2.627
O: 3.114 -2.344 3.338
N: 2.258 -0.373 2.765
C: 1.594 0.617 2.000
C: 2.353 1.559 1.323
C: 1.727 2.519 0.554
C: 0.344 2.572 0.439
O: -0.300 3.505 -0.328
C: 0.473 4.342 -1.154
C: -0.431 1.641 1.160
O: -1.789 1.572 1.194
C: -2.565 2.154 0.165
C: 0.212 0.693 1.951
C: 1.509 -1.046 -0.394
C: 2.985 -1.026 -0.541
H: 0.657 0.475 -5.260
H: -0.270 1.758 -6.051
H: -1.108 0.377 -5.322
H: 0.533 2.455 -3.789
H: -1.257 2.408 -3.850
H: -1.674 -0.614 -1.121
H: -0.582 -4.369 0.893
H: -2.280 -5.547 2.216
H: -4.184 -4.308 3.179
H: -4.377 -1.876 2.809
H: -2.649 -0.682 1.516
H: 2.155 -3.287 1.244
H: 0.717 -2.974 2.220
H: 2.942 -0.015 3.423
H: 3.430 1.536 1.380
H: 2.339 3.232 0.029
H: 1.070 5.047 -0.566
H: -0.243 4.896 -1.758
H: 1.132 3.763 -1.808
H: -3.570 1.756 0.306
H: -2.193 1.869 -0.821
H: -2.590 3.242 0.245
H: -0.398 0.002 2.508
H: 3.265 -0.174 -1.154
H: 3.491 -0.972 0.420
H: 3.319 -1.935 -1.045

Atom charges from the Mulliken analysis, given in e for atoms 1 to 8:
1 C -1.336
2 C -0.210
3 O -0.107
4 C 0.204
5 O -0.674
6 C 1.234
7 C -0.824
8 C 0.494